(1)
{"formula": "C14H48N8O10", "method": "ωB97M-V/def2-TZVPD", "fmax_ev_per_a": 6.79, "s2": 0.76, "e_homo_ev": [-11.1, -11.1], "spin_multiplicity": 2, "charge": 1, "orbital_gap_ev": [8.4, 2.1], "symbols": ["C", "O", "H", "H", "H", "H", "C", "O", "H", "H", "H", "H", "C", "O", "N", "N", "H", "H", "H", "H", "C", "O", "N", "N", "H", "H", "H", "H", "C", "O", "N", "N", "H", "H", "H", "H", "C", "O", "N", "N", "H", "H", "H", "H", "C", "C", "O", "H", "H", "H", "H", "H", "H", "C", "C", "O", "H", "H", "H", "H", "H", "H", "C", "C", "O", "H", "H", "H", "H", "H", "H", "C", "C", "O", "H", "H", "H", "H", "H", "H"], "xyz": [[-1.100865, -0.940923, 3.781612], [-1.385315, 0.085107, 4.723532], [-1.958115, -1.461393, 3.354602], [-0.588515, -0.436433, 2.962412], [-0.538925, -1.781923, 4.187882], [-1.489805, -0.303113, 5.595292], [3.802525, 3.747707, 2.867802], [3.721705, 2.380557, 2.558322], [4.094265, 3.880217, 3.909632], [4.445555, 4.345327, 2.221672], [2.854095, 4.278627, 2.949512], [4.587475, 2.108947, 2.244862], [-0.248185, 4.949297, -2.200138], [0.343255, 5.556937, -3.090508], [-1.501835, 5.211737, -1.930748], [0.328895, 4.249917, -1.303148], [-2.090415, 5.902907, -2.373408], [-1.816245, 4.654887, -1.148978], [-0.054025, 4.280427, -0.369058], [1.335275, 4.166557, -1.322088], [3.709905, -1.479493, -1.027438], [4.385365, -2.342903, -1.596128], [3.184335, -1.539363, 0.134152], [3.295185, -0.350463, -1.625958], [3.400395, -2.313953, 0.745232], [2.662145, -0.734703, 0.450292], [3.705715, 0.041267, -2.461488], [2.679145, 0.251447, -1.098418], [1.033335, -5.199923, -0.750608], [1.005885, -6.390713, -0.691128], [2.164665, -4.548643, -0.500028], [-0.007975, -4.450393, -1.115428], [2.154995, -3.569623, -0.748068], [2.849425, -5.057483, 0.040612], [0.249865, -3.551493, -1.497008], [-0.763205, -5.054773, -1.406008], [0.010365, 3.099777, 3.276992], [0.339055, 4.194227, 2.805302], [-1.219435, 2.734277, 3.493992], [0.813815, 2.105217, 3.526762], [-1.914715, 3.462457, 3.574192], [-1.426325, 1.856157, 3.948092], [1.791395, 2.312247, 3.379872], [0.377725, 1.228527, 3.774452], [-3.930965, 0.664897, -2.751778], [-3.706505, 2.154407, -2.943028], [-4.025705, 2.608087, -4.263788], [-3.738355, 0.325287, -1.734098], [-3.240385, 0.084937, -3.364018], [-4.974135, 0.402377, -2.927838], [-2.690485, 2.454567, -2.686688], [-4.346305, 2.661277, -2.220648], [-4.336365, 3.511767, -4.171898], [-0.622475, -0.176103, -0.160418], [0.436645, 0.899087, -0.107098], [1.283425, 0.655207, 0.963062], [-0.184875, -1.174373, -0.168498], [-1.437515, -0.068783, -0.876168], [-1.157625, -0.244073, 0.786732], [0.031215, 1.906207, -0.009918], [1.026055, 0.883537, -1.023858], [1.340175, 1.470477, 1.466772], [-1.701445, -4.274943, 1.408162], [-2.583075, -4.318223, 2.657442], [-3.708875, -3.414343, 2.569712], [-0.916315, -5.021823, 1.290502], [-1.006365, -3.440613, 1.502282], [-2.238825, -4.099863, 0.476142], [-2.075245, -4.129383, 3.603252], [-2.897845, -5.355453, 2.772212], [-4.282615, -3.492473, 3.335422], [0.717215, -0.361553, -4.062958], [0.835655, -1.881513, -4.178038], [1.373895, -2.326073, -2.896758], [-0.046345, -0.121863, -3.322938], [0.277375, 0.019347, -4.984668], [1.671335, 0.164167, -4.025838], [1.461915, -2.107153, -5.041168], [-0.119275, -2.371133, -4.369048], [2.291155, -2.062953, -2.791818]], "atomic_forces_ev_per_a": [[-0.080, -0.368, -0.472], [-0.072, -0.442, 0.047], [-0.652, 0.521, 0.058], [0.261, -0.387, -0.043], [0.657, 0.378, 0.221], [-0.096, 0.094, 0.102], [0.042, 1.604, 1.443], [-0.397, -0.308, -0.606], [0.870, -0.136, 0.110], [0.091, -0.281, -0.107], [-0.597, -0.619, -0.946], [-0.038, -0.149, 0.074], [0.749, 5.353, -4.118], [0.311, -0.870, -0.726], [-3.484, -0.727, 1.298], [2.987, -4.043, 4.209], [0.519, -0.309, -0.014], [-1.037, 0.587, -0.269], [0.203, -0.096, 0.003], [-0.237, 0.203, -0.246], [1.979, -0.210, -4.271], [-0.296, -0.001, 0.492], [-1.733, -1.555, 4.801], [-0.240, 1.916, -1.358], [0.059, 0.463, 0.077], [-0.148, -0.182, 0.864], [0.127, -0.401, 0.224], [0.350, 0.142, -0.374], [0.274, 5.189, -0.135], [-0.100, -4.983, 0.143], [-0.186, -0.652, 0.736], [-0.054, -1.409, 0.263], [1.003, 0.273, -0.139], [0.556, 0.523, -0.282], [-0.459, 0.487, -0.884], [-0.676, 0.856, -0.445], [0.227, 2.622, -1.403], [0.203, -0.243, 0.255], [-4.450, 0.141, 0.550], [2.883, -1.578, 0.134], [0.094, -0.170, -0.196], [-0.118, 0.228, 0.169], [0.141, -0.910, 0.272], [0.998, 0.018, 0.258], [0.192, -0.102, -0.186], [-0.335, 0.282, 0.427], [0.057, -0.553, 0.472], [0.132, 0.432, 0.266], [-0.281, -0.085, -0.360], [0.114, -0.055, -0.412], [0.299, -0.160, -0.085], [-0.161, 0.181, 0.081], [0.022, 0.040, -0.190], [-0.785, -0.435, 0.972], [-0.887, 0.154, -1.105], [1.005, -0.495, 0.848], [0.295, -0.076, -0.716], [0.485, 0.065, -0.479], [-0.037, 0.535, 0.309], [-0.316, -0.119, -0.209], [-0.247, 0.165, -0.366], [0.354, -0.006, 0.492], [0.857, 1.692, 0.479], [-0.783, -0.865, 0.316], [0.983, -0.249, -0.854], [-0.812, -0.975, 0.327], [-0.262, 0.801, -0.086], [-0.265, -0.326, 0.202], [0.637, 0.297, -0.225], [-0.573, -0.099, -0.081], [0.134, -0.260, 0.126], [-1.219, -0.346, -1.376], [0.768, 1.360, 0.660], [-0.843, -1.303, -0.265], [0.589, 0.300, 0.474], [-0.093, -0.018, -0.288], [-0.066, -0.196, 0.670], [0.390, -0.422, 0.301], [-0.005, 0.040, 0.446], [0.229, 0.234, -0.354]], "lowdin_spin": [0.000, 0.000, 0.000, 0.000, 0.000, 0.000, 0.000, 0.000, 0.000, 0.000, 0.000, 0.000, 0.000, 0.000, 0.000, 0.000, 0.000, 0.000, 0.000, 0.000, 0.000, 0.001, 0.010, 0.001, 0.000, 0.000, 0.000, 0.000, 0.068, 0.593, 0.193, 0.114, 0.007, 0.002, 0.003, 0.001, 0.000, 0.000, 0.000, 0.000, 0.000, 0.000, 0.000, 0.000, 0.000, 0.000, 0.000, 0.000, 0.000, 0.000, 0.000, 0.000, 0.000, 0.000, 0.000, 0.000, 0.000, 0.000, 0.000, 0.000, 0.000, 0.000, 0.003, 0.001, 0.000, 0.001, 0.000, 0.001, 0.000, 0.000, 0.000, 0.000, 0.000, -0.001, 0.000, 0.000, 0.000, 0.000, 0.000, 0.000]}

***

(2)
{"formula": "C3H9NO", "method": "ωB97M-V/def2-TZVPD", "smiles": "C=C(C)N.O", "fmax_ev_per_a": 1.10, "e_homo_ev": -8.4, "orbital_gap_ev": 9.2, "e_above_lowest_ev": 1.084, "symbols": ["C", "C", "C", "N", "H", "H", "H", "H", "H", "H", "H", "H", "H", "O"], "xyz": [[1.423326, 0.105431, 1.302212], [0.782991, -0.118747, -0.042902], [1.056638, 0.616907, -1.122307], [-0.033700, -1.241475, -0.103186], [1.794133, -0.831455, 1.710326], [0.721514, 0.550147, 2.008853], [2.266786, 0.779985, 1.158220], [0.790243, 0.354147, -2.136992], [1.505741, 1.594087, -0.985987], [-0.926073, -1.171465, -0.572865], [-0.234735, -1.636359, 0.806174], [-1.633121, 0.602699, -0.279274], [-2.810818, 1.019689, 0.512135], [-2.592028, 0.476016, -0.254375]], "atomic_forces_ev_per_a": [[-0.028, 0.642, -0.463], [0.003, -0.324, -0.163], [-0.025, 0.753, 0.068], [-0.485, -0.805, 0.577], [-0.004, -0.119, 0.010], [-0.014, -0.067, 0.108], [-0.024, -0.014, 0.260], [-0.402, -0.100, 0.139], [0.420, -0.255, -0.061], [0.337, 0.111, -0.408], [0.239, -0.055, -0.041], [0.023, 0.032, -0.323], [-0.383, -0.101, -0.079], [0.342, 0.302, 0.376]], "mulliken_charge": [-1.282, 0.548, -0.811, -0.580, 0.352, 0.277, 0.358, 0.300, 0.254, 0.333, 0.241, 0.349, 0.311, -0.651]}

***

(3)
{"formula": "C3H3O4P", "method": "ωB97M-V/def2-TZVPD", "fmax_ev_per_a": 1.82, "e_homo_ev": [-9.0, -9.0], "orbital_gap_ev": [7.4, 7.4], "e_above_lowest_ev": 3.355, "symbols": ["C", "C", "C", "O", "O", "O", "O", "P", "H", "H", "H"], "xyz": [[1.628310, 0.856136, -0.128022], [-0.054805, -0.700467, -0.246278], [0.237928, 0.602952, 0.006752], [2.291383, 1.852117, -0.021595], [3.190173, -1.021886, 1.005305], [-1.217262, -1.292058, -0.068903], [-0.699202, 1.540341, 0.378864], [2.426558, -0.874545, -0.226964], [1.311788, -1.789265, -0.358006], [-1.863665, -0.702901, 0.360674], [-0.271145, 2.402804, 0.428487]], "atomic_forces_ev_per_a": [[0.245, -0.581, -0.285], [0.972, -0.221, 0.532], [-0.964, 0.694, 0.013], [-0.154, 0.233, -0.009], [0.884, -0.186, 0.944], [-0.137, -0.121, -0.040], [0.228, -0.494, -0.161], [0.346, 0.538, -0.158], [-1.641, 0.039, -0.778], [0.152, 0.008, -0.020], [0.069, 0.091, -0.037]], "mulliken_charge": [0.561, -0.121, 0.268, -0.545, -0.479, -0.423, -0.550, 0.333, 0.284, 0.338, 0.334]}

***

(4)
{"formula": "C6H12O", "method": "ωB97M-V/def2-TZVPD", "smiles": "CCC/C=C/CO", "fmax_ev_per_a": 2.91, "e_homo_ev": -9.4, "orbital_gap_ev": 10.3, "e_above_lowest_ev": 1.840, "symbols": ["C", "C", "C", "C", "O", "C", "C", "H", "H", "H", "H", "H", "H", "H", "H", "H", "H", "H", "H"], "xyz": [[-0.211512, 1.794678, 1.173732], [-1.405513, 1.364330, 0.354501], [-1.697179, -0.125421, 0.219185], [1.652065, -1.742132, -1.088302], [2.834161, -0.953193, -1.126545], [0.431730, -0.801688, -0.993313], [-0.467807, -1.008019, -0.033279], [0.600743, 1.132150, 0.870986], [-0.413232, 1.682810, 2.247051], [0.102050, 2.818586, 0.962230], [-2.321520, 1.886010, 0.686794], [-1.237342, 1.805102, -0.640118], [-2.489949, -0.303563, -0.497736], [-2.008886, -0.514262, 1.193724], [1.539762, -2.255136, -2.045099], [1.584974, -2.537918, -0.342671], [2.950439, -0.624959, -0.224886], [0.783831, 0.132517, -1.439564], [-0.226814, -1.749895, 0.723310]], "atomic_forces_ev_per_a": [[0.090, -0.635, 0.386], [-0.742, 1.295, -1.131], [1.266, -0.737, 1.422], [-1.582, 0.627, -0.919], [0.013, -0.623, 0.599], [2.380, -0.820, 1.467], [-0.410, 1.398, -0.814], [0.272, 0.167, 0.386], [0.280, 0.023, -0.155], [-0.213, -0.046, 0.077], [0.258, -0.305, 0.063], [-0.100, -0.354, -0.070], [-0.066, -0.079, -0.138], [-0.653, 0.305, -0.033], [0.509, 0.034, -0.159], [0.443, 0.176, 0.349], [0.156, 0.077, -0.231], [-1.437, 0.020, -0.675], [-0.464, -0.524, -0.427]], "mulliken_charge": [-0.904, -0.517, -0.569, -0.570, -0.521, -0.167, -0.398, 0.161, 0.299, 0.313, 0.373, 0.281, 0.329, 0.280, 0.306, 0.345, 0.301, 0.419, 0.238]}